[1]
The following is a quantum chemistry calculation of C48H58CrF6NO8S2 as an isolated structure in a non-equilibrium geometry, from the Open Molecules 2025 dataset.

Computed properties:
- DFT total energy: -4960.6731 Eh
- Multiplicity: 4
- Charge: 0
- Gap between HOMO and LUMO (spin up / spin down): 6.59 / 7.87 eV
- Energy relative to the best compared isomer or geometry (same formula, charge and spin): 0.520 eV

CARTESIAN COORDINATES (ANGSTROEM)
1 Cr -2.44003 -0.16557 0.46234
2 C -3.96246 -1.58556 -1.84840
3 O -2.75615 -0.92387 -1.43741
4 C -1.55177 -1.32551 -2.06475
5 C -0.87405 -0.34302 -2.78645
6 C -1.38592 1.07418 -2.86644
7 C -0.65914 2.06425 -1.98128
8 C -0.19222 3.25699 -2.49885
9 C 0.30974 4.27758 -1.69113
10 C 0.24225 4.08465 -0.31645
11 C -0.22146 2.90251 0.24223
12 C -0.49064 2.82198 1.73292
13 C 0.09734 1.61712 2.42563
14 C 1.44349 1.60018 2.76348
15 C 2.03044 0.50098 3.37994
16 C 1.22418 -0.60537 3.62800
17 C -0.12595 -0.62867 3.30949
18 C -0.92805 -1.88884 3.55522
19 C -0.61526 -2.93605 2.51038
20 C 0.25901 -3.97852 2.76162
21 C 0.55313 -4.95390 1.80984
22 C -0.04898 -4.82396 0.56364
23 C -0.93447 -3.79463 0.27527
24 C -1.62408 -3.70148 -1.06965
25 C -1.03531 -2.61024 -1.94227
26 C 0.13148 -2.91227 -2.64367
27 C 0.80300 -1.98104 -3.41961
28 C 0.28934 -0.68642 -3.45065
29 C 2.04697 -2.32147 -4.23233
30 C 2.42122 -3.80148 -4.12552
31 C 1.78081 -2.00756 -5.71371
32 C 3.22902 -1.47905 -3.73177
33 C -1.24556 -2.84851 1.25875
34 O -2.15993 -1.91065 1.01629
35 C 1.44817 -6.13370 2.18262
36 C 1.64752 -7.10195 1.01464
37 C 2.82432 -5.62844 2.63659
38 C 0.78143 -6.91052 3.33054
39 C -0.67799 0.50657 2.72905
40 O -2.04889 0.52735 2.39154
41 C -2.89120 1.04599 3.42725
42 C 3.50277 0.46724 3.77448
43 C 3.62250 0.17042 5.27753
44 C 4.20942 1.79760 3.50196
45 C 4.21037 -0.63352 2.97010
46 C -0.57689 1.83041 -0.59417
47 O -0.81551 0.61977 -0.08953
48 C 0.83615 5.55944 -2.32571
49 C -0.30068 6.24623 -3.09837
50 C 1.37026 6.54387 -1.28307
51 C 1.98252 5.21047 -3.28732
52 H -3.75967 -2.21571 -2.71034
53 H -4.36405 -2.18874 -1.03395
54 H -4.69126 -0.82114 -2.11848
55 H -1.31845 1.41992 -3.89847
56 H -2.43818 1.10648 -2.58051
57 H -0.25851 3.40741 -3.57118
58 H 0.52128 4.88544 0.35748
59 H -0.10491 3.72710 2.20330
60 H -1.57653 2.83218 1.85277
61 H 2.03087 2.47592 2.51971
62 H 1.64821 -1.49832 4.07358
63 H -0.68957 -2.27819 4.54545
64 H -1.99549 -1.67396 3.51031
65 H 0.71562 -4.03341 3.74470
66 H 0.15802 -5.54364 -0.21892
67 H -1.50707 -4.65369 -1.58755
68 H -2.68455 -3.54186 -0.88752
69 H 0.51428 -3.92029 -2.54651
70 H 0.79794 0.09138 -4.00857
71 H 1.60926 -4.43848 -4.48164
72 H 3.29755 -3.99707 -4.74500
73 H 2.66626 -4.08065 -3.09891
74 H 0.95170 -2.61297 -6.08544
75 H 1.52863 -0.95842 -5.86616
76 H 2.66783 -2.23408 -6.30883
77 H 3.39573 -1.64714 -2.66618
78 H 4.13847 -1.75133 -4.27139
79 H 3.05169 -0.41306 -3.88068
80 H 2.12507 -6.61196 0.16380
81 H 2.28948 -7.92467 1.33336
82 H 0.69615 -7.52637 0.68926
83 H 3.29421 -5.03623 1.84918
84 H 2.74587 -5.00539 3.52872
85 H 3.47519 -6.47373 2.87057
86 H -0.19923 -7.27495 3.01901
87 H 1.39625 -7.76783 3.61489
88 H 0.64277 -6.28287 4.21106
89 H -2.52955 2.02070 3.75320
90 H -3.89432 1.15365 3.01855
91 H -2.90393 0.36380 4.27828
92 H 3.13897 0.95942 5.85681
93 H 3.15740 -0.77907 5.54270
94 H 4.67440 0.12488 5.56653
95 H 3.73988 2.61441 4.05352
96 H 5.24752 1.72513 3.82909
97 H 4.20933 2.04402 2.43870
98 H 3.80401 -1.62021 3.19865
99 H 4.08923 -0.45991 1.89932
100 H 5.27762 -0.64145 3.20163
101 H -1.13633 6.46737 -2.43173
102 H 0.05304 7.18273 -3.53571
103 H -0.67823 5.61524 -3.90367
104 H 0.57598 6.88052 -0.61405
105 H 2.16965 6.09840 -0.68734
106 H 1.77620 7.42128 -1.78887
107 H 1.64518 4.54977 -4.08664
108 H 2.38372 6.11860 -3.74278
109 H 2.78920 4.70783 -2.74976
110 F -5.63140 0.58067 0.37855
111 C -5.84851 1.82514 -0.14854
112 F -6.81706 2.36781 0.54842
113 F -6.22634 1.65598 -1.40865
114 S -4.19081 2.72831 -0.04454
115 O -3.29848 1.57853 -0.04325
116 O -4.22817 3.47054 1.17408
117 N -3.93888 3.49992 -1.37195
118 S -4.84470 4.82204 -1.50781
119 O -6.12893 4.60284 -0.90644
120 O -4.75895 5.37233 -2.81602
121 C -3.96149 6.08233 -0.41325
122 F -3.76988 7.19928 -1.12004
123 F -2.76188 5.63932 -0.02494
124 F -4.68858 6.38416 0.65420

***

[2]
The following is a quantum chemistry calculation of C32H38BFeN11Se as an isolated structure in a non-equilibrium geometry, from the Open Molecules 2025 dataset.

Computed properties:
- DFT total energy: -5534.4526 Eh
- Multiplicity: 6
- Charge: +1
- Gap between HOMO and LUMO (spin up / spin down): 8.65 / 6.42 eV
- Energy relative to the best compared isomer or geometry (same formula, charge and spin): 0.251 eV

CARTESIAN COORDINATES (ANGSTROEM)
1 Fe -0.14620 -0.46456 0.53575
2 C -0.13050 -0.16486 5.01085
3 C 0.52020 -0.15906 3.78055
4 N -0.36800 -0.22066 2.79825
5 N -1.58630 -0.26436 3.35265
6 C -1.47020 -0.22946 4.69035
7 B -2.88230 -0.28736 2.50315
8 N -2.87110 -1.54916 1.59205
9 C -3.85630 -2.44806 1.44215
10 C -3.43210 -3.42036 0.56025
11 C -2.14900 -3.02546 0.20055
12 N -1.82430 -1.90066 0.83275
13 N -2.85070 0.96184 1.58335
14 C -3.69600 1.99094 1.40845
15 C -3.15410 2.86704 0.49305
16 C -1.94300 2.28394 0.13795
17 N -1.77670 1.14444 0.79725
18 N -4.05140 -0.43696 3.45075
19 C -5.17030 0.25254 3.77555
20 C -5.84820 -0.45026 4.74015
21 C -5.05760 -1.58536 4.96125
22 N -3.99780 -1.56236 4.18785
23 H 0.30530 -0.12726 5.98785
24 H 1.56870 -0.09656 3.56075
25 H -2.31880 -0.27056 5.34215
26 H -4.78960 -2.36936 1.96085
27 H -3.97150 -4.28726 0.23815
28 H -1.45170 -3.49476 -0.46735
29 H -4.63370 2.06594 1.91415
30 H -3.57440 3.78534 0.14065
31 H -1.19350 2.62634 -0.55195
32 H -5.43140 1.18974 3.33515
33 H -6.77240 -0.18906 5.21175
34 H -5.21000 -2.39956 5.63975
35 C 1.23650 4.26924 1.19805
36 C 2.24040 3.16314 1.08075
37 C 3.61120 3.42424 1.06725
38 C 4.53970 2.38754 0.97305
39 C 6.00800 2.68644 0.98315
40 C 4.10050 1.08144 0.86725
41 C 2.71570 0.76344 0.85685
42 C 1.81610 1.86104 0.98435
43 N 2.13890 -0.43166 0.73265
44 C 2.80530 -1.70596 0.61335
45 C 3.69510 -2.02476 1.82505
46 C 1.68540 -2.75876 0.55535
47 C 3.61480 -1.78586 -0.69355
48 H 1.72630 5.22934 1.33145
49 H 0.57450 4.08794 2.04305
50 H 0.61800 4.31504 0.30245
51 H 3.95670 4.44324 1.14005
52 H 6.18560 3.75504 1.06615
53 H 6.48150 2.32704 0.07055
54 H 6.49320 2.19154 1.82315
55 H 4.84360 0.30674 0.78965
56 H 0.75120 1.63684 1.02285
57 H 3.08590 -2.07836 2.72325
58 H 4.46610 -1.27776 1.97475
59 H 4.17540 -2.98736 1.67415
60 H 1.02550 -2.65156 1.42135
61 H 2.10050 -3.76156 0.55855
62 H 1.10130 -2.63326 -0.36025
63 H 4.47880 -1.13066 -0.67045
64 H 2.98090 -1.49766 -1.53065
65 H 3.95940 -2.80446 -0.84875
66 C -2.05610 -1.52296 -4.44375
67 N -0.87200 -0.74816 -4.68115
68 C -0.09700 -0.14646 -3.75545
69 Se -0.47850 0.03694 -1.95495
70 N 0.93300 0.45944 -4.39525
71 C 0.79680 0.28854 -5.75715
72 C 1.53090 0.74234 -6.84085
73 C 1.06040 0.41764 -8.10045
74 C -0.09090 -0.34676 -8.27375
75 C -0.81830 -0.82056 -7.19925
76 C -0.36170 -0.48566 -5.93455
77 H -2.22580 -1.60626 -3.37095
78 H -1.93470 -2.51766 -4.87485
79 H -2.91670 -1.03636 -4.90505
80 H 1.64630 1.00584 -3.93905
81 H 2.42520 1.33244 -6.71605
82 H 1.59490 0.76654 -8.97195
83 H -0.42620 -0.57046 -9.27325
84 H -1.70650 -1.41306 -7.33425

***

[3]
The following is a quantum chemistry calculation of a 2-piece molecular cluster, C3H10NO overall in a non-equilibrium geometry, from the Open Molecules 2025 dataset.

Computed properties:
- DFT total energy: -249.9819 Eh
- Multiplicity: 1
- Charge: +1
- Gap between HOMO and LUMO: 11.16 eV
- Energy relative to the best compared isomer or geometry (same formula, charge and spin): 1.957 eV

CARTESIAN COORDINATES (ANGSTROEM)
1 C 2.14467 -1.23304 -1.00064
2 O 0.91083 -1.62997 -0.42568
3 H 2.87466 -2.03708 -1.04077
4 H 1.95607 -0.79243 -2.01915
5 H 2.59678 -0.40177 -0.44929
6 H 0.38873 -2.19166 -1.00103
7 C -1.55638 1.08115 0.17902
8 C -2.50945 1.13532 1.07034
9 N -0.12171 0.69126 0.65544
10 H -1.56549 1.46221 -0.83311
11 H -3.41165 1.71367 0.93069
12 H -2.51245 0.45746 1.94006
13 H 0.07797 -0.27999 0.92376
14 H 0.35979 0.72554 -0.24620
15 H 0.36762 1.29934 1.31655

***

[4]
The following is a quantum chemistry calculation of a 2-piece molecular cluster, C6H11N3O overall in a non-equilibrium geometry, from the Open Molecules 2025 dataset.

Computed properties:
- DFT total energy: -474.6914 Eh
- SMILES: Cc1c[nH]cn1.CC(N)=O
- Multiplicity: 1
- Charge: 0
- Gap between HOMO and LUMO: 9.29 eV
- Energy relative to the best compared isomer or geometry (same formula, charge and spin): 2.034 eV

CARTESIAN COORDINATES (ANGSTROEM)
1 C 0.48974 -1.15387 1.76885
2 C 2.33898 -0.61310 -1.25347
3 C 1.33545 -1.01055 0.52764
4 C 2.61427 -1.57248 0.67059
5 N 1.12006 -0.50116 -0.71107
6 N 3.24339 -1.52611 -0.61834
7 H 2.63039 -0.48889 -2.28572
8 H 4.17221 -1.63166 -0.99652
9 H 3.23467 -1.88391 1.55791
10 H 1.15247 -0.94413 2.67876
11 H 0.03640 -2.19007 1.77093
12 H -0.34282 -0.45318 1.58382
13 C -2.24832 2.17023 0.35495
14 C -3.08023 1.33314 -0.71952
15 O -4.26908 1.13563 -0.60461
16 N -2.24960 0.85870 -1.74705
17 H -2.64618 1.98987 1.45520
18 H -2.58049 3.26749 0.22030
19 H -2.52517 0.22597 -2.46805
20 H -1.24253 0.99033 -1.63583
21 H -1.18363 1.99775 0.45124